# 1
Here is an isolated ion of composition C3H9N2O2 and charge +1 at a distorted geometry from the OMol25 dataset. Energies are from wB97M-V/def2-TZVPD.

Last column: Mulliken charge in e.
CARTESIAN COORDINATES (ANGSTROEM)
C1 0.065 0.537 -1.677  -0.984
C2 -1.044 1.241 0.532  -1.226
C3 -0.576 0.202 -0.427  0.224
N1 0.369 -1.873 0.796  -0.514
N2 0.709 -0.735 0.413  0.755
O1 0.969 -2.525 1.696  -0.277
O2 1.808 -0.085 0.792  -0.324
H1 -0.762 1.166 -2.141  0.345
H2 1.134 1.155 -1.722  0.292
H3 0.161 -0.301 -2.364  0.351
H4 -2.136 1.360 0.339  0.377
H5 -0.534 2.186 0.710  0.333
H6 -1.175 0.761 1.433  0.486
H7 -1.354 -0.492 -0.585  0.307
H8 0.606 -3.408 1.716  0.453
H9 1.760 0.811 0.490  0.402

Properties
* total charge: +1
* structure (SMILES): CC(C)/[N+](O)=N/O
* HOMO energy: -15.7 eV
* Kohn-Sham gap: 11.471 eV
* total energy: -379.24807 Eh
* LUMO: -0.15596 hartree

---

# 2
Here is C15H10AuFN3O3S as an isolated structure at a distorted geometry from the OMol25 dataset. Energies are from wB97M-V/def2-TZVPD.

Last column: Mulliken charge in e.
CARTESIAN COORDINATES (ANGSTROEM)
Au1 -5.366 -14.859 5.393  0.138
F1 0.439 -15.642 3.726  -0.314
C1 -0.820 -15.218 4.157  0.298
C2 -1.259 -15.747 5.439  -0.315
C3 -2.489 -15.475 5.947  -0.626
C4 -3.363 -14.806 5.093  0.264
C5 -2.945 -14.280 3.882  -0.360
C6 -1.662 -14.473 3.358  -0.500
H1 -0.622 -16.435 6.013  0.324
H2 -2.865 -15.850 6.914  0.312
H3 -3.722 -13.594 3.427  0.196
H4 -1.386 -14.082 2.375  0.387
O1 -13.369 -9.340 4.074  -0.698
S1 -12.439 -9.512 5.174  1.132
O2 -11.029 -9.173 4.856  -0.637
O3 -13.121 -9.082 6.431  -0.695
C7 -12.611 -11.331 5.378  0.205
N1 -13.791 -11.873 5.604  -0.503
C8 -13.750 -13.232 5.881  -0.365
C9 -12.537 -13.924 5.776  -0.591
C10 -11.345 -13.188 5.465  0.463
N2 -11.443 -11.894 5.256  -0.365
C11 -9.984 -13.691 5.497  1.071
C12 -9.038 -12.723 5.835  -0.332
C13 -7.726 -13.101 5.900  -0.409
N3 -7.281 -14.388 5.772  -0.350
C14 -8.212 -15.357 5.506  -0.206
C15 -9.566 -15.059 5.434  -0.689
H5 -14.734 -13.646 6.167  0.409
H6 -12.524 -15.012 6.035  0.244
H7 -9.393 -11.678 5.914  0.447
H8 -6.967 -12.336 6.031  0.409
H9 -7.849 -16.401 5.460  0.371
H10 -10.281 -15.878 5.161  0.286

Properties
* total charge: -1
* HOMO energy: -5.5 eV
* Kohn-Sham gap: 6.692 eV
* total energy: -1601.35386 Eh
* LUMO: 0.04389 hartree

---

# 3
Here is a 4-piece molecular cluster, C20H36N2O10S3 overall at a distorted geometry from the OMol25 dataset. Energies are from wB97M-V/def2-TZVPD.

Last column: Mulliken charge in e.
CARTESIAN COORDINATES (ANGSTROEM)
C1 -3.909 -7.142 5.367  -0.804
C2 -3.321 -8.510 4.782  -0.266
O1 -2.198 -9.030 5.509  -0.425
C3 -1.123 -8.094 5.626  -0.785
C4 -0.781 -7.303 4.319  0.618
C5 -0.393 -7.918 3.005  -0.429
C6 -0.148 -7.039 1.871  -0.454
C7 -0.263 -5.540 1.942  0.431
N1 -0.037 -4.822 0.771  -0.593
C8 -0.198 -3.491 0.986  -0.123
C9 -0.524 -2.872 2.305  -0.234
N2 -0.740 -3.562 3.454  -0.568
C10 -0.621 -4.932 3.236  0.264
C11 -0.871 -5.842 4.401  -0.427
H1 -5.031 -7.221 5.263  0.337
H2 -3.575 -6.924 6.411  0.223
H3 -3.584 -6.337 4.641  0.199
H4 -4.152 -9.269 4.912  0.358
H5 -3.153 -8.459 3.663  0.222
H6 -1.238 -7.357 6.472  0.320
H7 -0.203 -8.706 5.881  0.393
H8 -0.323 -9.037 2.934  0.376
H9 0.137 -7.525 0.907  0.353
H10 -0.068 -2.788 0.098  0.383
H11 -0.613 -1.755 2.353  0.403
H12 -1.150 -5.376 5.383  0.256
O2 0.479 -0.884 -1.560  -0.661
S1 1.020 0.389 -1.944  1.083
O3 0.328 1.615 -1.669  -0.407
O4 1.401 0.348 -3.503  -0.310
C12 0.391 -0.039 -4.441  -0.360
C13 -0.591 1.087 -4.705  -0.870
C14 2.666 0.524 -1.319  -0.887
H13 -0.125 -0.941 -4.102  0.330
H14 0.906 -0.292 -5.369  0.285
H15 -1.188 1.304 -3.818  0.212
H16 -1.272 0.821 -5.515  0.396
H17 -0.062 2.005 -4.971  0.213
H18 3.211 -0.385 -1.564  0.359
H19 2.603 0.645 -0.238  0.371
H20 3.142 1.397 -1.764  0.210
O5 -2.064 7.002 0.767  -0.647
S2 -2.990 5.983 0.365  1.262
O6 -3.639 5.135 1.320  -0.620
O7 -2.299 5.065 -0.758  -0.308
C15 -1.032 4.466 -0.461  -0.268
C16 -1.176 3.259 0.443  -0.987
C17 -4.223 6.707 -0.674  -0.935
H21 -0.350 5.204 -0.030  0.213
H22 -0.604 4.150 -1.415  0.318
H23 -1.516 3.551 1.438  0.418
H24 -0.221 2.744 0.549  0.291
H25 -1.913 2.562 0.041  0.268
H26 -3.733 7.316 -1.431  0.308
H27 -4.862 7.328 -0.048  0.374
H28 -4.809 5.912 -1.131  0.313
O8 4.182 4.170 -1.671  -0.684
S3 3.364 5.067 -2.439  1.335
O9 2.414 4.587 -3.399  -0.587
O10 4.306 6.160 -3.145  -0.320
C18 5.393 5.700 -3.956  -0.358
C19 4.917 5.223 -5.316  -0.946
C20 2.538 6.171 -1.334  -0.713
H29 5.956 4.919 -3.438  0.323
H30 6.066 6.548 -4.089  0.281
H31 4.314 4.318 -5.226  0.261
H32 5.767 4.999 -5.963  0.388
H33 4.294 5.981 -5.794  0.261
H34 3.263 6.574 -0.631  0.357
H35 1.776 5.601 -0.804  0.070
H36 2.073 6.966 -1.914  0.341

Properties
* structure (SMILES): CCOCc1ccc2nccnc2c1.CCOS(C)(=O)=O.CCOS(C)(=O)=O.CCOS(C)(=O)=O
* HOMO energy: -8.7 eV
* Kohn-Sham gap: 8.368 eV
* total energy: -2840.03164 Eh
* LUMO: -0.01300 hartree